(1)
106
Properties=species:S:1:pos:R:3:mulliken_spin:R:1 method="wB97M-V/def2-TZVPD" s_squared=3.82 charge=+2 spin_multiplicity=4 relative_energy_kj_mol=0.0 energy_ev=-136782.4216 gap_ev="6.633 / 5.973" largest_force_ev_per_a=1.9
Tc -1.547 0.585 -1.166 2.85
N 0.262 3.214 0.623 0.01
C -0.701 2.410 1.285 -0.06
N -1.704 1.965 0.299 0.11
C -2.989 2.418 0.608 0.00
C -3.142 3.180 1.699 0.14
S -1.678 3.428 2.561 0.02
C -4.024 1.957 -0.296 0.01
C -5.332 2.240 -0.366 -0.02
S -6.056 1.429 -1.709 0.00
C -4.534 0.757 -2.133 0.01
N -3.566 1.096 -1.297 -0.07
N -4.348 -0.045 -3.196 0.02
H -0.162 3.876 -0.011 0.00
H 0.925 3.674 1.233 0.00
H -4.064 3.635 2.039 0.00
H -5.924 2.865 0.286 0.00
H -5.086 -0.183 -3.863 0.00
H -3.412 -0.312 -3.452 0.00
C 4.007 -4.611 -1.910 0.00
C 2.773 -4.946 -2.731 0.00
C 3.106 -5.181 -4.197 0.00
C 1.875 -5.708 -4.918 0.00
C 0.700 -4.790 -4.689 0.00
C -0.381 -4.816 -5.542 0.00
C -1.434 -3.920 -5.380 0.00
F -2.461 -3.977 -6.223 0.00
C -1.424 -2.973 -4.399 0.00
C -0.349 -2.935 -3.506 -0.03
C -0.320 -1.924 -2.474 0.05
O -1.244 -1.041 -2.442 0.07
C 0.735 -2.012 -1.550 -0.02
C 1.690 -3.008 -1.675 0.00
N 1.720 -3.876 -2.666 0.01
C 0.698 -3.865 -3.627 0.00
C 0.823 -1.132 -0.379 0.02
O 1.336 -1.505 0.658 0.01
O 0.297 0.089 -0.465 -0.06
H 4.765 -5.362 -2.126 0.00
H 3.828 -4.643 -0.835 0.00
H 4.416 -3.635 -2.184 0.00
H 2.311 -5.852 -2.334 0.00
H 3.924 -5.894 -4.262 0.00
H 3.438 -4.241 -4.647 0.00
H 1.638 -6.712 -4.557 0.00
H 2.059 -5.793 -5.988 0.00
H -0.413 -5.529 -6.359 0.00
H -2.235 -2.267 -4.307 0.00
H 2.463 -3.080 -0.924 0.00
Cl 3.116 5.736 -2.482 0.00
C 1.833 4.593 -2.585 -0.02
C 0.528 4.988 -2.315 0.01
C -0.496 4.064 -2.410 -0.02
C -0.246 2.741 -2.782 0.03
C -1.359 1.774 -2.951 -0.13
C 1.070 2.371 -3.054 -0.03
C 2.106 3.286 -2.959 0.01
H 0.325 6.019 -2.052 0.00
H -1.521 4.374 -2.218 0.00
H -1.150 1.052 -3.743 -0.01
H -2.304 2.278 -3.142 0.01
H 1.284 1.353 -3.370 0.00
H 3.126 3.000 -3.189 0.00
F 1.419 2.809 8.510 0.00
C 0.496 1.884 8.217 0.00
F -0.688 2.327 8.672 0.00
F 0.798 0.762 8.882 0.00
C 0.425 1.638 6.729 0.00
C 0.634 2.693 5.856 0.00
C 0.545 2.477 4.492 0.00
C 0.204 1.219 4.001 0.01
C 0.006 0.163 4.889 0.00
C 0.126 0.370 6.254 0.00
P 0.120 0.879 2.209 -0.01
C 1.952 1.020 1.874 0.00
C 2.814 0.802 2.951 0.00
C 4.184 0.970 2.808 0.00
C 4.701 1.340 1.582 0.00
C 3.864 1.480 0.483 0.00
C 2.499 1.296 0.617 0.00
C 6.171 1.618 1.402 0.00
F 6.361 2.897 1.040 0.00
F 6.686 0.844 0.430 0.00
F 6.864 1.395 2.522 0.00
C -1.515 -0.116 2.251 -0.02
C -1.895 -1.184 1.429 0.11
C -3.221 -1.594 1.338 -0.02
C -4.188 -0.978 2.112 -0.01
C -3.809 -0.019 3.033 0.01
C -2.490 0.410 3.097 0.00
C -5.644 -1.328 1.950 0.00
F -6.290 -0.310 1.335 0.00
F -5.813 -2.423 1.194 0.00
F -6.241 -1.528 3.127 0.00
H 0.877 3.676 6.239 0.00
H 0.750 3.296 3.812 0.00
H -0.238 -0.824 4.513 0.00
H -0.012 -0.448 6.949 0.00
H 2.435 0.493 3.913 0.00
H 4.839 0.817 3.655 0.00
H 4.281 1.739 -0.484 0.00
H 1.877 1.390 -0.253 0.00
H -1.177 -1.796 0.911 -0.01
H -3.488 -2.408 0.676 0.00
H -4.542 0.403 3.710 0.00
H -2.244 1.168 3.819 0.00

(2)
103
Properties=species:S:1:pos:R:3:mulliken_spin:R:1 method="wB97M-V/def2-TZVPD" s_squared=0.76 charge=-2 spin_multiplicity=2 relative_energy_kj_mol=219.4 energy_ev=-174491.8711 gap_ev="5.474 / 5.496" largest_force_ev_per_a=0.6
Re -0.011 0.930 -0.722 0.74
C -2.024 -0.191 5.630 0.00
C -0.858 -0.958 4.980 0.00
C -0.261 -1.937 6.001 0.00
C -1.399 -1.729 3.776 0.00
C -2.292 -2.790 3.884 0.00
C -2.804 -3.423 2.756 0.00
C -2.444 -2.997 1.482 0.00
C -1.554 -1.945 1.327 -0.02
P -1.003 -1.242 -0.302 0.02
C -2.663 -1.216 -1.125 -0.01
C -3.407 -0.039 -1.043 0.01
C -4.661 0.050 -1.633 0.00
C -5.192 -1.033 -2.318 0.00
C -4.464 -2.211 -2.399 0.00
C -3.212 -2.303 -1.806 0.00
C -0.255 -2.768 -0.987 0.02
C 0.306 -3.736 -0.160 -0.01
C 0.885 -4.879 -0.697 0.00
C 0.910 -5.067 -2.068 0.00
C 0.372 -4.099 -2.904 0.00
C -0.191 -2.955 -2.366 0.00
C -1.056 -1.358 2.484 0.01
O -0.174 -0.388 2.225 0.00
C 0.443 0.304 3.198 0.00
C 1.321 1.257 2.698 0.00
C 2.038 1.986 3.637 0.00
C 1.854 1.763 4.998 0.00
C 0.944 0.814 5.442 0.00
C 0.205 0.053 4.542 0.00
P 1.554 1.430 0.841 0.00
C 3.227 0.696 0.806 0.01
C 3.291 -0.680 0.610 0.01
C 4.503 -1.352 0.685 0.00
C 5.668 -0.645 0.940 0.00
C 5.615 0.728 1.133 0.00
C 4.400 1.395 1.078 0.00
C 1.779 3.252 0.828 0.02
C 2.637 3.849 -0.088 -0.01
C 2.685 5.231 -0.209 0.00
C 1.862 6.029 0.570 0.00
C 0.989 5.441 1.475 0.00
C 0.950 4.060 1.605 0.00
H -2.804 -0.885 5.956 0.00
H -2.462 0.513 4.921 0.00
H -1.675 0.372 6.499 0.00
H -1.018 -2.639 6.355 0.00
H 0.125 -1.403 6.871 0.00
H 0.558 -2.505 5.557 0.00
H -2.605 -3.128 4.866 0.00
H -3.497 -4.247 2.871 0.00
H -2.861 -3.489 0.611 0.00
H -2.992 0.819 -0.529 -0.01
H -5.211 0.980 -1.569 0.00
H -6.163 -0.957 -2.792 0.00
H -4.864 -3.066 -2.934 0.00
H -2.663 -3.231 -1.885 0.00
H 0.293 -3.610 0.916 0.00
H 1.341 -5.606 -0.037 0.00
H 1.386 -5.944 -2.488 0.00
H 0.421 -4.217 -3.980 0.00
H -0.593 -2.194 -3.019 0.00
H 2.742 2.741 3.308 0.00
H 2.418 2.345 5.716 0.00
H 0.803 0.674 6.508 0.00
H 2.386 -1.224 0.357 -0.02
H 4.535 -2.414 0.483 0.00
H 6.622 -1.159 0.950 0.00
H 6.526 1.290 1.302 0.00
H 4.377 2.467 1.220 0.00
H 3.232 3.235 -0.751 0.00
H 3.347 5.673 -0.943 0.00
H 1.885 7.107 0.460 0.00
H 0.321 6.051 2.071 0.00
H 0.252 3.621 2.306 0.00
S 1.275 -0.027 -2.478 0.13
C 3.016 -0.359 -2.368 0.02
C 3.317 -1.733 -2.150 0.00
N 3.562 -2.849 -1.968 0.01
C 4.048 0.517 -2.614 -0.01
S 3.978 2.152 -3.044 0.00
C 5.382 -0.049 -2.509 0.00
N 6.451 -0.471 -2.441 0.00
O -1.492 4.328 -2.866 0.00
S -1.303 3.231 -1.953 0.00
O -0.061 2.634 -4.840 0.00
O 0.109 3.023 -1.553 0.01
O -1.388 1.504 -3.032 0.00
O -2.761 3.333 1.879 0.01
C -2.063 2.543 1.309 0.01
N -1.389 1.733 0.767 0.03
C -1.696 -1.543 -5.409 0.00
S -2.103 -0.616 -6.911 0.00
C -2.874 0.831 -6.263 0.00
C -2.428 1.672 -5.314 0.00
S -0.801 1.427 -4.499 0.01
S -3.444 3.039 -4.966 0.00
C -4.688 2.701 -6.107 0.00
S -6.025 3.647 -6.329 0.00
S -4.420 1.231 -6.969 0.00
H -1.771 -2.605 -5.642 0.00
H -2.411 -1.299 -4.625 0.00
H -0.690 -1.292 -5.085 0.00

(3)
105
Properties=species:S:1:pos:R:3:mulliken_spin:R:1 method="wB97M-V/def2-TZVPD" s_squared=6.01 charge=-2 spin_multiplicity=5 relative_energy_kj_mol=0.0 energy_ev=-140155.5578 gap_ev="5.774 / 6.010" largest_force_ev_per_a=0.3
Cr -1.285 1.289 0.221 3.98
C -6.050 -1.417 -3.532 0.00
C -4.848 -1.295 -2.631 0.00
C -4.765 -1.974 -1.422 0.00
C -3.681 -1.808 -0.587 -0.01
C -2.603 -0.950 -0.899 -0.15
N -1.602 -0.708 0.008 0.02
C -1.300 -1.649 0.970 -0.01
C -1.113 -2.989 0.561 0.00
C -0.777 -3.997 1.434 0.00
C -0.580 -3.721 2.786 0.00
C -0.160 -4.795 3.755 0.00
C -0.740 -2.409 3.198 0.00
C -1.101 -1.361 2.342 0.04
C -1.354 0.048 2.948 0.02
O -1.714 1.033 2.111 -0.10
C -0.066 0.551 3.685 -0.01
F 0.932 0.690 2.791 -0.01
F 0.426 -0.246 4.669 0.00
F -0.252 1.747 4.249 0.00
C -2.526 -0.071 3.975 -0.01
F -2.257 -0.838 5.065 0.00
F -3.604 -0.610 3.388 0.00
F -2.895 1.121 4.459 0.00
C -2.668 -0.276 -2.156 0.17
C -3.783 -0.469 -2.967 0.01
C -1.471 0.567 -2.655 -0.11
O -0.773 1.244 -1.714 -0.07
C -0.526 -0.425 -3.400 -0.01
F 0.501 0.204 -4.002 0.00
F 0.002 -1.317 -2.552 0.00
F -1.149 -1.140 -4.365 0.00
C -1.905 1.661 -3.696 -0.02
F -2.295 1.204 -4.917 0.00
F -0.906 2.516 -3.946 0.00
F -2.929 2.389 -3.220 0.00
H -6.618 -2.321 -3.304 0.00
H -6.731 -0.567 -3.420 0.00
H -5.757 -1.461 -4.583 0.00
H -5.576 -2.627 -1.111 0.00
H -3.666 -2.314 0.369 0.00
H -1.247 -3.203 -0.493 0.00
H -0.646 -5.009 1.062 0.00
H -0.562 -5.768 3.465 0.00
H 0.930 -4.894 3.803 0.00
H -0.510 -4.572 4.765 0.00
H -0.602 -2.196 4.247 0.00
H -3.833 0.033 -3.923 0.00
C 2.690 -2.344 2.065 0.00
C 3.988 -2.074 1.358 -0.01
C 5.130 -2.765 1.765 0.00
C 6.366 -2.530 1.183 0.00
C 6.475 -1.592 0.168 0.00
C 5.343 -0.909 -0.253 0.00
C 4.095 -1.126 0.328 0.01
Sb 2.308 -0.096 -0.395 0.13
C 3.188 -0.023 -2.387 0.01
C 3.452 -1.314 -2.851 0.00
C 3.926 -1.560 -4.130 0.00
C 4.141 -0.492 -4.986 0.00
C 3.858 0.792 -4.552 0.00
C 3.369 1.048 -3.270 0.00
C 3.004 2.461 -2.912 0.00
C 2.611 1.890 0.440 -0.02
C 1.603 2.764 0.026 0.10
C 1.487 4.052 0.528 0.04
C 2.406 4.493 1.462 0.00
C 3.393 3.626 1.908 0.01
C 3.497 2.317 1.442 -0.02
C 4.520 1.428 2.104 0.00
H 2.784 -3.199 2.735 0.00
H 1.871 -2.545 1.371 0.00
H 2.379 -1.488 2.665 0.00
H 5.043 -3.499 2.559 0.00
H 7.238 -3.078 1.521 0.00
H 7.434 -1.396 -0.298 0.00
H 5.435 -0.186 -1.055 0.00
H 3.285 -2.162 -2.193 0.00
H 4.118 -2.576 -4.452 0.00
H 4.510 -0.657 -5.992 0.00
H 3.998 1.628 -5.229 0.00
H 3.289 3.146 -3.712 0.00
H 3.486 2.782 -1.990 0.00
H 1.925 2.545 -2.760 0.00
H 0.874 2.445 -0.714 -0.05
H 0.647 4.662 0.226 0.00
H 2.328 5.489 1.881 0.00
H 4.078 3.954 2.684 0.00
H 5.371 1.213 1.454 0.00
H 4.091 0.471 2.394 0.00
H 4.896 1.910 3.008 0.00
Cl -7.470 0.468 0.921 0.00
C -6.048 1.497 0.880 0.00
C -5.789 2.330 1.957 0.01
C -4.661 3.134 1.928 0.00
C -3.790 3.089 0.849 0.02
C -4.082 2.254 -0.223 0.17
C -5.215 1.450 -0.221 0.04
C -2.502 3.900 0.853 0.02
O -2.516 5.024 1.352 0.00
O -1.511 3.332 0.278 0.00
H -6.452 2.326 2.812 0.00
H -4.425 3.784 2.760 0.00
H -3.413 2.227 -1.075 -0.19
H -5.421 0.781 -1.046 0.01

(4)
93
Properties=species:S:1:pos:R:3:mulliken_charge:R:1 method="wB97M-V/def2-TZVPD" charge=+2 energy_ev=-94162.8147 gap_ev=7.726 largest_force_ev_per_a=1.8
Y -0.048 -0.713 -0.799 -0.56
O 1.409 1.210 1.100 1.39
C 1.445 1.018 2.475 -0.34
C 1.834 1.984 3.391 -0.50
C 1.922 1.663 4.738 -0.90
C 1.639 0.381 5.182 -1.05
C 1.143 -0.551 4.291 -0.58
C 1.013 -0.231 2.943 0.16
P 0.064 -1.324 1.851 2.06
C -1.652 -0.880 2.286 0.75
C -2.661 -1.738 1.842 -0.42
C -3.983 -1.465 2.138 -0.91
C -4.308 -0.318 2.851 -0.72
C -3.315 0.561 3.249 -0.68
C -1.985 0.286 2.971 -0.78
C 0.330 -2.978 2.539 0.48
C 1.500 -3.632 2.148 -0.47
C 1.804 -4.873 2.673 -0.73
C 0.934 -5.469 3.575 -0.62
C -0.240 -4.832 3.942 -0.74
C -0.548 -3.582 3.433 -0.10
C 2.256 2.147 0.512 -0.26
C 3.497 2.522 1.009 -0.79
C 4.247 3.467 0.321 -0.90
C 3.765 4.056 -0.835 -0.96
C 2.545 3.658 -1.353 -0.06
C 1.806 2.672 -0.706 0.18
P 0.296 1.933 -1.394 1.67
C 0.622 1.692 -3.172 0.63
C 1.887 1.737 -3.756 -0.64
C 2.050 1.378 -5.083 -0.78
C 0.966 0.954 -5.833 -0.71
C -0.291 0.879 -5.250 -0.66
C -0.465 1.234 -3.925 -0.89
C -0.913 3.282 -1.231 1.09
C -1.496 3.457 0.026 -0.24
C -2.419 4.465 0.221 -0.81
C -2.766 5.302 -0.832 -0.69
C -2.182 5.131 -2.077 -0.76
C -1.254 4.123 -2.285 -0.59
H 2.062 2.994 3.061 0.65
H 2.230 2.425 5.443 0.46
H 1.775 0.118 6.225 0.46
H 0.851 -1.539 4.627 0.53
H -2.397 -2.641 1.294 0.56
H -4.758 -2.150 1.818 0.50
H -5.343 -0.113 3.106 0.43
H -3.574 1.465 3.790 0.48
H -1.209 0.969 3.301 0.34
H 2.173 -3.150 1.439 0.41
H 2.719 -5.377 2.385 0.45
H 1.174 -6.438 3.998 0.41
H -0.926 -5.302 4.638 0.45
H -1.462 -3.079 3.730 0.46
H 3.892 2.086 1.920 0.64
H 5.220 3.748 0.709 0.49
H 4.354 4.810 -1.345 0.46
H 2.153 4.107 -2.261 0.68
H 2.754 2.057 -3.184 0.37
H 3.036 1.438 -5.532 0.47
H 1.102 0.681 -6.873 0.43
H -1.142 0.546 -5.835 0.48
H -1.453 1.187 -3.468 0.65
H -1.224 2.793 0.846 0.21
H -2.878 4.601 1.192 0.48
H -3.501 6.088 -0.683 0.42
H -2.452 5.786 -2.896 0.45
H -0.805 3.984 -3.264 0.43
I 4.258 -5.355 -1.552 0.17
C 3.908 -3.278 -1.536 -0.57
C 4.958 -2.364 -1.570 -0.28
C 4.645 -1.014 -1.534 -1.24
C 3.320 -0.628 -1.445 0.11
N 2.304 -1.500 -1.404 0.24
C 2.605 -2.801 -1.468 -0.33
H 5.984 -2.701 -1.624 0.46
H 5.426 -0.260 -1.572 0.52
H 3.055 0.422 -1.412 0.31
H 1.772 -3.491 -1.468 0.49
Cl -2.596 0.460 -0.690 0.16
C -3.535 -0.906 -1.256 0.95
C -4.904 -0.857 -1.089 -0.67
C -5.669 -1.944 -1.478 -0.62
C -5.042 -3.085 -1.955 -0.72
C -3.668 -3.120 -2.101 -0.91
C -2.866 -2.007 -1.801 0.33
C -1.416 -1.979 -2.156 -1.02
H -5.365 0.028 -0.658 0.51
H -6.747 -1.895 -1.403 0.42
H -5.637 -3.950 -2.230 0.44
H -3.197 -4.020 -2.479 0.46
H -1.082 -3.012 -2.345 0.60
H -1.330 -1.443 -3.124 0.42